[1]
Below is a structure of composition C26H50N5V at a distorted geometry, with properties calculated with wB97M-V/def2-TZVPD.

Element x y z (Å)
V (-0.05, 0.07, -0.44)
N (-1.69, 1.02, -0.74)
N (1.04, 1.46, -1.08)
N (-1.08, -1.78, -1.02)
N (0.83, -1.16, -1.83)
H (-0.96, 2.63, -1.89)
C (-1.91, 2.22, -1.53)
H (-2.39, 3.01, -0.93)
H (-2.54, 2.00, -2.41)
H (-3.63, 0.16, -0.91)
C (-2.93, 0.55, -0.14)
H (-3.43, 1.37, 0.40)
H (-2.73, -0.25, 0.59)
C (1.09, 1.70, -2.53)
H (2.09, 1.48, -2.94)
H (0.34, 1.08, -3.05)
H (0.87, 2.76, -2.75)
H (2.79, 2.35, -0.28)
C (1.70, 2.50, -0.31)
H (1.50, 3.49, -0.76)
H (1.33, 2.52, 0.72)
C (-2.24, -2.66, -0.80)
H (-3.12, -2.10, -1.15)
C (-2.42, -2.96, 0.68)
H (-2.38, -2.06, 1.31)
H (-3.40, -3.43, 0.84)
H (-1.66, -3.67, 1.04)
C (-2.20, -3.97, -1.57)
H (-3.12, -4.53, -1.36)
H (-2.16, -3.81, -2.65)
H (-1.35, -4.60, -1.27)
H (3.39, -2.77, -3.46)
C (2.37, -2.74, -3.04)
H (2.33, -3.46, -2.21)
H (1.69, -3.05, -3.84)
C (2.09, -1.31, -2.58)
H (2.01, -0.69, -3.49)
C (3.24, -0.79, -1.74)
H (3.06, 0.23, -1.39)
H (3.41, -1.44, -0.87)
H (4.16, -0.80, -2.33)
H (-0.09, -2.99, -2.47)
C (-0.19, -2.02, -1.95)
C (-2.07, 0.37, -4.65)
H (-3.04, -0.01, -4.32)
H (-2.01, 1.38, -5.04)
C (-0.97, -0.47, -4.64)
H (-0.02, -0.13, -5.07)
C (-1.03, -1.77, -4.11)
H (-2.01, -2.19, -3.85)
H (-0.25, -2.48, -4.41)
C (1.45, 2.97, 5.64)
C (0.70, 2.66, 4.38)
C (-0.32, 3.51, 3.98)
C (-1.07, 3.26, 2.83)
C (-2.18, 4.21, 2.46)
C (-0.77, 2.13, 2.07)
C (0.26, 1.22, 2.42)
C (0.99, 1.53, 3.61)
N (0.50, 0.11, 1.58)
C (1.29, -1.01, 2.15)
C (2.78, -0.67, 2.26)
C (0.72, -1.48, 3.50)
C (1.19, -2.22, 1.24)
H (1.87, 3.99, 5.61)
H (0.78, 2.94, 6.51)
H (2.27, 2.26, 5.81)
H (-0.55, 4.40, 4.58)
H (-2.93, 4.25, 3.25)
H (-1.79, 5.23, 2.33)
H (-2.67, 3.90, 1.53)
H (-1.35, 1.93, 1.17)
H (1.79, 0.88, 3.96)
H (2.97, 0.32, 2.67)
H (3.26, -1.42, 2.91)
H (3.27, -0.72, 1.27)
H (-0.32, -1.81, 3.36)
H (1.32, -2.32, 3.85)
H (0.75, -0.71, 4.27)
H (0.15, -2.54, 1.11)
H (1.62, -2.02, 0.25)
H (1.76, -3.05, 1.69)

Properties
Highest occupied orbital energy (alpha / beta) ... -0.21008 / -0.20837 Eh
Electronic energy ... -2238.28413 Ha

[2]
Below is an isolated molecule of C11H18N2O at a distorted geometry, with properties calculated with wB97M-V/def2-TZVPD.

Element x y z (Å)
C (1.52, 0.43, -1.95)
C (1.71, 0.53, -0.44)
O (2.42, 1.72, -0.21)
C (2.55, -0.55, 0.17)
C (1.63, -1.71, 0.70)
C (0.14, -1.23, 0.34)
C (0.43, 0.31, 0.40)
C (0.48, 0.95, 1.76)
N (-0.61, 0.97, -0.40)
N (-1.92, 0.47, -0.30)
C (-2.69, 0.37, 0.82)
C (-3.83, -0.27, 0.39)
C (-3.68, -0.67, -0.93)
C (-2.46, -0.20, -1.32)
H (1.03, 1.34, -2.26)
H (1.15, -0.49, -2.42)
H (2.49, 0.55, -2.31)
H (3.36, 1.71, -0.11)
H (2.98, 0.00, 1.04)
H (3.30, -0.88, -0.65)
H (1.68, -1.70, 1.77)
H (1.80, -2.69, 0.33)
H (-0.29, -1.44, -0.63)
H (-0.71, -1.47, 1.00)
H (1.52, 0.96, 2.13)
H (-0.28, 0.49, 2.41)
H (0.30, 1.98, 1.69)
H (-0.64, 1.93, -0.16)
H (-2.39, 1.07, 1.65)
H (-4.59, -0.68, 1.02)
H (-4.34, -1.44, -1.25)
H (-2.08, -0.36, -2.30)

Properties
Highest occupied orbital energy ... -0.30275 Eh
SMILES ... C[C@]1(O)CCC[C@]1(C)Nn1cccc1
ΔE to the lowest compared entry with this formula, charge and spin ... 69.0 kcal per mole
Electronic energy ... -614.58915 Ha

[3]
Below is a structure of composition C5H8N2, with properties calculated with wB97M-V/def2-TZVPD.

Element x y z (Å)
C (2.61, -0.36, 0.08)
C (0.57, 0.11, 0.44)
C (-0.32, -0.68, -0.30)
C (-1.46, 0.13, -0.20)
N (-2.77, -0.20, -0.57)
C (-1.06, 1.36, 0.37)
N (0.27, 1.38, 0.66)
H (2.56, -0.86, 1.04)
H (2.59, -1.07, -0.75)
H (3.48, 0.29, 0.04)
H (-0.24, -1.72, -0.59)
H (-3.47, 0.16, 0.07)
H (-2.91, -1.19, -0.71)
H (-1.68, 2.21, 0.62)
H (1.82, 0.42, -0.19)

Properties
Highest occupied orbital energy ... -0.27646 Eh
ΔE to the lowest compared entry with this formula, charge and spin ... 106.4 kcal per mole
Electronic energy ... -304.66598 Ha

[4]
Below is a cluster of 13 separate species, H26O13 in total at a distorted geometry, with properties calculated with wB97M-V/def2-TZVPD.

Element x y z (Å)
O (2.20, 3.39, 0.95)
H (2.15, 2.34, 0.79)
H (1.87, 3.84, 0.05)
O (-0.82, -0.82, -0.92)
H (-1.07, -1.33, -0.20)
H (-0.19, -0.25, -0.48)
O (-2.88, -0.09, 1.46)
H (-3.17, 0.11, 0.56)
H (-2.06, -0.39, 1.22)
O (0.54, -3.13, -2.24)
H (-0.46, -3.21, -2.40)
H (0.36, -2.13, -2.34)
O (2.24, -0.98, -2.06)
H (2.60, -0.01, -2.05)
H (2.93, -1.57, -1.86)
O (1.95, -1.77, 2.69)
H (2.90, -1.75, 2.99)
H (1.88, -2.40, 1.98)
O (-0.91, 2.15, 0.88)
H (-1.54, 2.67, 1.14)
H (-0.18, 2.65, 0.92)
O (1.44, -3.11, 0.20)
H (1.41, -2.54, -0.61)
H (1.77, -3.74, -0.39)
O (-3.84, 2.22, -0.70)
H (-3.59, 1.39, -1.07)
H (-2.93, 2.23, -0.18)
O (1.40, 0.34, 0.24)
H (1.30, -0.57, 0.24)
H (0.85, 0.61, 0.85)
O (-2.83, -2.17, -0.68)
H (-2.56, -2.02, -1.62)
H (-3.03, -3.12, -0.92)
O (-0.48, 3.61, -1.61)
H (0.48, 3.97, -1.73)
H (-0.42, 2.62, -1.62)
O (0.82, 0.90, 2.56)
H (0.31, 1.54, 3.18)
H (1.59, 0.52, 2.80)

Properties
Highest occupied orbital energy (alpha / beta) ... -0.52010 / -0.51965 Eh
<S²> ... 0.755
Net charge ... +1
2S+1 ... 2
ΔE to the lowest compared entry with this formula, charge and spin ... 144.1 kcal per mole
Electronic energy ... -993.13363 Ha

Which formula does entry 2 have? C11H18N2O

Which of these has the highest electronic energy? C5H8N2